C41H55BFN6O2PS | ωB97M-V/def2-TZVPD

Structure (XYZ):
```
108
C41H55BFN6O2PS | OMol25 | ωB97M-V/def2-TZVPD
C 4.757 -0.783 3.544
C 4.477 0.299 3.109
C 4.106 1.606 2.541
N 2.886 1.458 1.722
C 1.686 1.395 2.496
C 1.182 0.148 2.822
C 0.015 0.039 3.565
C -0.515 -1.368 3.819
C -1.563 -1.691 2.742
C -0.894 -2.016 1.412
O 0.175 -2.563 1.364
N -1.552 -1.616 0.200
C -2.913 -2.034 0.103
C -3.212 -3.294 -0.388
C -4.525 -3.736 -0.499
C -5.570 -2.908 -0.112
C -5.281 -1.636 0.374
C -3.972 -1.202 0.483
C -0.667 1.170 4.027
B -1.981 0.938 4.890
N -3.282 1.248 4.367
O -1.882 0.431 6.178
C -0.151 2.440 3.695
C -0.823 3.703 4.178
C -0.700 3.875 5.688
F -2.160 3.726 3.795
C 1.007 2.533 2.923
S 1.709 4.104 2.435
C 2.278 3.658 0.806
C 2.191 4.570 -0.229
C 2.672 4.213 -1.490
P 2.498 5.389 -2.879
C 3.630 4.803 -4.214
C 3.277 6.972 -2.282
C 2.186 8.048 -2.111
C 3.229 2.947 -1.652
C 3.298 2.018 -0.619
N 3.871 0.736 -0.920
C 2.937 -0.386 -0.792
C 3.681 -1.717 -0.966
C 4.191 -1.991 -2.392
C 5.541 -1.338 -2.717
C 2.813 2.385 0.640
H 4.823 -1.756 3.970
H 4.001 2.350 3.334
H 4.909 1.902 1.863
H 1.719 -0.722 2.470
H -0.931 -1.462 4.821
H 0.322 -2.058 3.730
H -2.179 -0.803 2.581
H -2.247 -2.492 3.031
H -1.462 -0.617 0.038
H -2.417 -3.959 -0.709
H -4.725 -4.719 -0.903
H -6.590 -3.261 -0.195
H -6.104 -0.988 0.650
H -3.760 -0.207 0.851
H -3.296 1.443 3.374
H -4.013 0.585 4.598
H -2.601 -0.167 6.397
H -0.360 4.571 3.709
H -0.819 2.936 6.228
H -1.462 4.567 6.050
H 0.266 4.320 5.930
H 1.752 5.546 -0.059
H 3.590 3.724 -4.344
H 3.245 5.244 -5.133
H 4.662 5.134 -4.086
H 3.942 7.307 -3.080
H 3.832 6.816 -1.358
H 1.640 7.919 -1.176
H 1.458 7.961 -2.918
H 2.613 9.050 -2.153
H 3.602 2.641 -2.620
H 4.656 0.576 -0.297
H 2.442 -0.424 0.182
H 2.155 -0.315 -1.553
H 4.566 -1.652 -0.316
H 3.082 -2.539 -0.576
H 3.445 -1.618 -3.099
H 4.315 -3.068 -2.517
H 6.261 -1.453 -1.905
H 5.421 -0.268 -2.883
H 5.946 -1.765 -3.636
C -4.468 0.960 -4.349
C -2.991 0.607 -4.481
C -2.463 -0.195 -3.287
C -2.515 0.569 -2.045
N -2.575 1.165 -1.066
H -4.648 1.598 -3.483
H -4.813 1.496 -5.233
H -5.078 0.060 -4.242
H -2.403 1.519 -4.601
H -2.839 0.011 -5.383
H -1.429 -0.495 -3.462
H -3.042 -1.113 -3.158
C -1.707 -8.123 -2.654
C -2.479 -7.921 -1.355
C -3.780 -8.728 -1.297
C -4.738 -8.299 -2.314
N -5.492 -7.962 -3.112
H -2.285 -7.784 -3.515
H -0.776 -7.557 -2.635
H -1.459 -9.175 -2.802
H -2.701 -6.861 -1.220
H -1.851 -8.222 -0.514
H -4.245 -8.611 -0.316
H -3.572 -9.791 -1.424
```

Its largest force on an atom is 1.38 eV/A. Its SMILES is C#CCN1c2cc(CCC(=O)Nc3ccccc3)c(B(N)O)c([C@H](C)F)c2Sc2cc(P(C)CC)cc(NCCCC)c21.CCCC#N.CCCC#N. The calculation puts the LUMO energy at 0.01235 hartree. Its HOMO energy is -7.8 eV. The value obtained for the total energy is -2938.60824 a.u. Its multiplicity is 1.

Atom charges from the Mulliken analysis, given in e for atoms 1 to 5: atom 1 (C): -0.101, atom 2 (C): -0.724, atom 3 (C): -0.336, atom 4 (N): 1.495, atom 5 (C): -0.564

=====

C41H55F5O7S4 | ωB97M-V/def2-TZVPD

Structure (XYZ):
```
112
C41H55F5O7S4 | OMol25 | ωB97M-V/def2-TZVPD
F -4.872 1.107 -0.306
C -5.034 1.397 -1.586
C -6.011 0.632 -2.205
C -6.143 0.784 -3.542
C -5.286 1.670 -4.272
C -4.376 2.407 -3.596
C -4.223 2.305 -2.245
H -6.581 -0.163 -1.720
H -6.864 0.157 -4.068
H -5.399 1.805 -5.311
H -3.720 3.064 -4.142
H -3.544 2.920 -1.683
F 5.043 2.926 2.196
C 3.861 2.761 2.746
C 3.391 1.480 2.963
C 2.071 1.332 3.330
C 1.312 2.394 3.666
C 1.778 3.678 3.462
C 3.074 3.890 2.940
H 4.014 0.627 2.806
H 1.686 0.344 3.605
H 0.329 2.123 4.119
H 1.173 4.510 3.650
H 3.406 4.849 2.663
F -3.217 -1.710 4.659
C -2.062 -1.816 5.302
C -2.083 -2.344 6.590
C -0.880 -2.413 7.311
C 0.308 -1.868 6.756
C 0.322 -1.265 5.457
C -0.927 -1.283 4.765
H -2.978 -2.856 6.950
H -0.805 -2.947 8.215
H 1.207 -1.983 7.366
H 1.249 -0.979 4.943
H -1.059 -0.903 3.735
F -3.704 -0.983 1.430
C -3.777 -2.194 0.821
C -4.995 -2.609 0.315
C -5.098 -3.957 -0.060
C -3.957 -4.773 0.028
C -2.739 -4.287 0.438
C -2.670 -3.007 0.991
H -5.887 -1.964 0.277
H -6.067 -4.320 -0.469
H -3.979 -5.825 -0.216
H -1.834 -4.917 0.427
H -1.735 -2.661 1.424
F 3.626 0.696 -2.002
C 4.383 1.682 -2.487
C 4.428 2.897 -1.830
C 5.280 3.859 -2.269
C 6.115 3.676 -3.380
C 6.021 2.435 -4.040
C 5.208 1.419 -3.553
H 3.773 3.089 -1.002
H 5.331 4.793 -1.647
H 6.809 4.444 -3.696
H 6.595 2.224 -4.950
H 5.337 0.495 -4.045
C -2.060 -1.098 -3.080
S -0.435 -0.211 -3.261
O -0.789 1.209 -2.960
C -0.283 -0.533 -5.148
H -2.530 -0.824 -2.122
H -1.944 -2.153 -3.110
H -2.727 -0.703 -3.836
H -0.087 -1.575 -5.318
H 0.548 0.057 -5.535
H -1.215 -0.188 -5.640
C 1.085 1.572 0.215
S -0.094 0.225 0.281
O 0.091 -0.486 1.594
C -1.566 1.301 0.449
H 2.139 1.353 0.216
H 0.858 2.270 1.077
H 0.874 2.102 -0.783
H -1.682 1.892 -0.443
H -1.495 1.999 1.301
H -2.495 0.682 0.543
C 2.153 -2.722 2.782
S 0.756 -3.819 2.746
O 0.646 -4.502 1.399
C 1.457 -5.159 3.885
H 2.241 -2.425 3.853
H 1.805 -1.999 2.067
H 3.000 -3.283 2.506
H 0.646 -5.857 3.845
H 1.586 -4.851 4.895
H 2.373 -5.546 3.429
C 1.580 -2.822 -1.373
S 0.108 -3.617 -2.115
O 0.127 -3.130 -3.554
C 0.804 -5.301 -1.987
H 2.347 -2.759 -2.115
H 1.934 -3.439 -0.504
H 1.295 -1.824 -1.054
H 0.879 -5.479 -0.876
H 1.790 -5.368 -2.460
H 0.070 -6.009 -2.379
C 1.009 5.037 0.303
O 1.665 4.515 -0.837
C 0.958 4.752 -1.962
O -0.084 5.370 -2.093
O 1.683 4.280 -2.948
C 1.044 4.241 -4.228
H -0.067 4.733 0.333
H 1.225 6.085 0.348
H 1.468 4.493 1.142
H -0.003 4.245 -4.070
H 1.320 3.306 -4.687
H 1.371 5.119 -4.752
```

The relative energy (zero: lowest compared OMol25 entry of this formula, charge and spin) comes out at 19.3 kcal per mole. Its largest force on an atom is 2.68 eV/A. The calculation puts the LUMO energy at 0.01484 hartree. Its HOMO energy is -8.5 eV. The value obtained for the total energy is -4213.87336 a.u. Its multiplicity is 1.

Atom charges from the Mulliken analysis, given in e for atoms 1 to 5: atom 1 (F): -0.309, atom 2 (C): 0.760, atom 3 (C): -0.407, atom 4 (C): -0.330, atom 5 (C): -0.854

=====

C41H57NO35S2 | ωB97M-V/def2-TZVPD

Structure (XYZ):
```
136
C41H57NO35S2 | OMol25 | ωB97M-V/def2-TZVPD
C 7.725 -0.411 0.349
C 6.949 -0.498 -0.950
C 5.469 -0.687 -0.629
O 4.779 -1.319 -1.721
C 3.761 -0.545 -2.225
O 3.971 0.384 -2.946
C 2.377 -0.980 -1.803
S 1.726 0.266 -0.664
C -0.032 0.186 -1.077
C -0.544 1.112 -2.213
N -1.189 2.207 -1.464
C -1.214 1.969 -0.111
O -1.354 2.812 0.758
C -1.025 0.464 0.050
O 6.999 0.698 -1.776
C 7.849 1.689 -1.427
O 7.474 2.690 -0.875
C 9.285 1.521 -1.872
S 9.469 2.201 -3.539
H 7.571 -1.356 0.867
H 7.301 0.361 0.992
H 8.799 -0.300 0.219
H 7.245 -1.345 -1.573
H 5.073 0.318 -0.459
H 5.324 -1.240 0.301
H 2.397 -1.961 -1.330
H 1.771 -1.050 -2.708
H -0.159 -0.833 -1.451
H 0.234 1.443 -2.885
H -1.348 0.542 -2.685
H -0.926 3.147 -1.723
H -0.702 0.137 1.032
H -1.929 -0.051 -0.282
H 9.890 2.101 -1.178
H 9.606 0.486 -1.816
H 10.580 2.932 -3.413
O 5.638 6.943 -5.979
C 5.777 5.856 -5.520
O 6.102 5.600 -4.231
C 5.945 4.193 -4.001
C 6.089 3.625 -5.392
O 5.630 4.703 -6.217
H 6.698 3.823 -3.310
H 4.956 4.013 -3.577
H 7.127 3.403 -5.646
H 5.485 2.736 -5.550
O -0.484 3.099 -4.254
C -0.224 4.256 -4.364
O -1.069 5.264 -4.050
C -0.331 6.493 -4.083
C 0.820 6.149 -5.008
O 0.955 4.738 -4.805
H -0.958 7.300 -4.451
H 0.002 6.729 -3.071
H 0.583 6.331 -6.057
H 1.746 6.658 -4.756
O 6.980 -1.520 3.055
C 7.574 -0.778 3.768
O 7.436 0.567 3.756
C 8.141 1.103 4.880
C 9.159 0.016 5.164
O 8.490 -1.157 4.687
H 8.587 2.060 4.625
H 7.436 1.242 5.701
H 10.081 0.148 4.595
H 9.399 -0.087 6.218
O -1.261 -2.486 0.962
C -2.406 -2.589 0.660
O -2.846 -2.919 -0.573
C -4.265 -3.147 -0.500
C -4.650 -2.342 0.724
O -3.445 -2.369 1.499
H -4.752 -2.809 -1.412
H -4.468 -4.207 -0.349
H -4.885 -1.303 0.482
H -5.471 -2.775 1.287
O 11.632 -0.472 0.806
C 11.690 -1.317 -0.026
O 12.642 -2.272 -0.099
C 12.245 -3.231 -1.086
C 11.310 -2.422 -1.963
O 10.799 -1.453 -1.040
H 13.114 -3.610 -1.616
H 11.738 -4.058 -0.587
H 11.833 -1.899 -2.766
H 10.498 -3.007 -2.386
O -5.720 -5.615 0.247
C -5.449 -6.396 1.112
O -5.208 -7.702 0.922
C -4.789 -8.266 2.178
C -5.375 -7.284 3.172
O -5.400 -6.067 2.410
H -5.179 -9.275 2.283
H -3.700 -8.297 2.209
H -6.395 -7.519 3.461
H -4.772 -7.166 4.067
O -6.906 2.807 -2.353
C -6.098 3.229 -1.589
O -5.099 2.503 -1.044
C -4.208 3.398 -0.353
C -5.114 4.575 -0.062
O -6.062 4.506 -1.138
H -3.810 2.928 0.539
H -3.384 3.654 -1.016
H -5.650 4.475 0.883
H -4.594 5.528 -0.072
O -7.315 -7.659 5.801
C -8.374 -7.580 5.263
O -8.607 -7.957 3.981
C -10.020 -7.898 3.739
C -10.476 -6.905 4.787
O -9.493 -7.079 5.821
H -10.221 -7.571 2.723
H -10.441 -8.893 3.893
H -10.432 -5.877 4.428
H -11.470 -7.110 5.173
O -10.833 -5.622 2.106
C -10.134 -4.733 1.733
O -10.371 -3.964 0.648
C -9.440 -2.871 0.653
C -8.309 -3.429 1.492
O -8.990 -4.359 2.343
H -9.144 -2.618 -0.361
H -9.916 -2.004 1.112
H -7.577 -3.976 0.894
H -7.802 -2.671 2.084
O -4.928 7.611 3.479
C -6.011 7.645 3.000
O -6.895 8.661 3.150
C -7.983 8.451 2.246
C -7.929 6.954 2.019
O -6.541 6.668 2.220
H -8.915 8.788 2.691
H -7.795 9.018 1.333
H -8.512 6.398 2.756
H -8.236 6.656 1.020
```

The relative energy (zero: lowest compared OMol25 entry of this formula, charge and spin) comes out at 0.0 kcal per mole. Its largest force on an atom is 1.66 eV/A. Its SMILES is C[C@@H](COC(=O)CS[C@@H]1CNC(=O)C1)OC(=O)CS.O=C1OCCO1.O=C1OCCO1.O=C1OCCO1.O=C1OCCO1.O=C1OCCO1.O=C1OCCO1.O=C1OCCO1.O=C1OCCO1.O=C1OCCO1.O=C1OCCO1. The calculation puts the LUMO energy at 0.01149 hartree. Its HOMO energy is -8.5 eV. The value obtained for the total energy is -5081.15054 a.u. Its multiplicity is 1.

Atom charges from the Mulliken analysis, given in e for atoms 1 to 5: atom 1 (C): -1.641, atom 2 (C): 0.698, atom 3 (C): -0.799, atom 4 (O): -0.404, atom 5 (C): 0.071

=====

C41H58IN2OP2RuSi4 | ωB97M-V/def2-TZVPD

Structure (XYZ):
```
110
C41H58IN2OP2RuSi4 | OMol25 | ωB97M-V/def2-TZVPD
Ru 0.192 -0.007 -0.923
C -0.836 -3.999 3.682
Si 0.262 -2.528 4.319
C 0.469 -2.809 6.096
C 2.010 -2.988 3.737
C -0.245 -0.793 3.857
Si -1.795 -0.240 4.650
C -2.589 -1.375 5.935
C -1.472 1.390 5.782
C -3.226 0.136 3.470
Si 0.707 0.566 3.134
C -0.344 1.841 2.180
C 1.875 1.853 4.001
C 1.973 0.048 1.687
C 3.159 -0.428 2.201
C 4.251 -0.546 1.406
C 4.180 -0.176 0.047
C 2.956 0.147 -0.446
N 1.820 0.322 0.341
H -0.237 -4.904 3.441
H -1.256 -3.907 2.687
H -1.608 -4.155 4.362
H 1.188 -3.587 6.099
H -0.362 -3.220 6.733
H 1.001 -1.947 6.500
H 2.138 -4.051 3.709
H 2.798 -2.664 4.449
H 2.203 -2.771 2.620
H -1.941 -1.596 6.819
H -2.906 -2.380 5.473
H -3.468 -0.902 6.417
H -0.353 1.364 5.831
H -1.779 1.227 6.790
H -1.871 2.346 5.522
H -2.916 -0.119 2.466
H -3.857 1.060 3.395
H -4.031 -0.580 3.651
H -1.018 1.348 1.443
H 0.398 2.526 1.687
H -0.915 2.379 2.957
H 1.212 2.623 4.429
H 2.599 2.367 3.432
H 2.317 1.444 4.978
H 3.232 -0.768 3.210
H 5.208 -0.912 1.791
H 4.959 -0.290 -0.644
H 2.832 0.427 -1.455
N -0.660 1.877 -2.810
P -0.243 0.207 -3.096
C 0.769 0.120 -4.561
C 1.153 -1.106 -5.121
C 1.751 -1.189 -6.391
C 2.125 0.037 -7.015
C 1.931 1.244 -6.394
C 1.187 1.281 -5.197
C -1.774 -0.453 -3.737
C -2.905 0.396 -4.127
C -3.875 -0.193 -4.918
C -3.819 -1.481 -5.314
C -2.737 -2.299 -4.915
C -1.769 -1.777 -4.135
P -0.375 2.185 -1.148
C 0.795 3.577 -1.334
C 1.959 3.695 -0.560
C 2.913 4.659 -0.847
C 2.691 5.436 -1.993
C 1.506 5.364 -2.746
C 0.484 4.493 -2.319
C -1.955 2.925 -0.562
C -1.945 4.133 0.172
C -3.141 4.633 0.703
C -4.335 3.904 0.497
C -4.324 2.747 -0.211
C -3.161 2.267 -0.807
H -0.632 2.595 -3.515
H 0.937 -2.034 -4.658
H 1.874 -2.107 -6.926
H 2.650 -0.001 -7.957
H 2.264 2.222 -6.852
H 1.119 2.287 -4.811
H -2.994 1.436 -3.750
H -4.776 0.352 -5.202
H -4.526 -1.966 -5.962
H -2.558 -3.338 -5.194
H -0.902 -2.411 -3.839
H 2.018 3.018 0.300
H 3.791 4.823 -0.211
H 3.436 6.200 -2.317
H 1.411 6.062 -3.555
H -0.538 4.522 -2.717
H -1.011 4.654 0.361
H -3.091 5.526 1.308
H -5.220 4.301 0.952
H -5.217 2.081 -0.191
H -3.118 1.436 -1.507
I -2.303 -1.022 -0.657
C -0.377 -4.565 -1.817
Si 1.086 -3.443 -1.078
C 1.943 -4.591 0.193
C 2.381 -3.090 -2.422
O 0.634 -2.018 -0.487
H -0.534 -5.379 -1.046
H -0.035 -5.024 -2.735
H -1.368 -4.136 -1.899
H 2.296 -5.413 -0.491
H 1.321 -5.075 0.932
H 2.797 -4.302 0.827
H 2.482 -2.061 -2.714
H 2.248 -3.561 -3.372
H 3.352 -3.432 -2.048
```

The relative energy (zero: lowest compared OMol25 entry of this formula, charge and spin) comes out at 6.2 kcal per mole. Its largest force on an atom is 5.79 eV/A. The calculation puts the LUMO energy (alpha / beta) at -0.11338 / -0.17831 hartree. Its HOMO energy (alpha / beta) is -10.2 / -10.5 eV. The charge is +1. The value obtained for the total energy is -4014.91808 a.u. As for the expectation value of S²: 6.0214. Its multiplicity is 5.

Atom charges from the Mulliken analysis, given in e for atoms 1 to 5: atom 1 (Ru): 1.236, atom 2 (C): -1.345, atom 3 (Si): 0.524, atom 4 (C): -1.255, atom 5 (C): -0.877

=====

> What is the multiplicity in the third record?

1

=====

> multiplicity of number 2 (C41H55F5O7S4)?

1

=====

> Among the records above, which one has the highest multiplicity?

C41H58IN2OP2RuSi4